C27H43AuN3O3S3Si4 | ωB97M-V with the def2-TZVPD basis set

Geometry as ORCA input:
```
! RIJCOSX wB97M-V def2-TZVPD def2/J DEFGRID3
* xyz -1 3
Au 1.80335 0.40353 -1.77354
N 8.22059 -3.69475 5.19071
C 7.49132 -3.24290 4.42287
C 6.58387 -2.67957 3.46626
C 5.60620 -1.77227 3.87669
C 4.74016 -1.22989 2.94951
C 4.81336 -1.57310 1.59115
C 5.79907 -2.49155 1.20423
C 6.67424 -3.03589 2.12009
C 3.88951 -0.99873 0.61054
C 3.20401 -1.91446 -0.23958
C 3.16827 -3.31742 -0.14391
C 2.32134 -3.78749 -1.15495
C 1.84633 -2.67425 -1.82640
N 2.37719 -1.55951 -1.27605
C 3.72589 0.42264 0.60963
C 4.40173 1.37860 1.38237
C 3.89435 2.63958 1.03924
C 2.94209 2.43077 0.06419
N 2.83692 1.10067 -0.19167
H 5.52587 -1.50505 4.92215
H 3.97247 -0.54028 3.27278
H 5.87523 -2.76291 0.16023
H 7.43735 -3.73228 1.80039
H 3.68611 -3.90943 0.58953
H 2.06324 -4.81156 -1.36622
H 1.14718 -2.60425 -2.64214
H 5.17642 1.17613 2.09982
H 4.18865 3.59231 1.44650
H 2.32693 3.13495 -0.46656
C 0.06153 4.96751 -1.98314
S 1.06823 3.82229 -2.93631
C -0.09850 3.42139 -4.24726
H -0.86895 4.48708 -1.67911
H -0.16032 5.87290 -2.54687
H 0.62283 5.23724 -1.09089
H -0.11412 4.19295 -5.01706
H -1.09497 3.28946 -3.82941
H 0.20303 2.47389 -4.68610
C -4.67310 1.96968 1.87618
Si -3.37901 2.14872 0.51647
C -1.95375 3.14242 1.24042
C -4.15599 3.09997 -0.91133
Si -2.47012 0.14525 -0.33308
Si -1.33300 -1.02456 1.37029
C -2.47987 -0.97497 2.87307
C -1.01758 -2.81144 0.90625
C 0.27625 -0.19151 1.81567
Si -4.07340 -1.13770 -1.49014
C -3.61598 -2.85494 -2.07280
C -5.39842 -1.38131 -0.16166
C -4.81067 -0.15062 -2.90374
H -5.14799 2.93780 2.04388
H -4.22518 1.65086 2.81434
H -5.45455 1.26045 1.62706
H -2.28100 4.16296 1.45707
H -1.09314 3.20087 0.57409
H -1.61206 2.69268 2.17328
H -4.23195 4.16172 -0.66725
H -5.16094 2.73050 -1.11821
H -3.56942 3.00055 -1.82347
H -3.47629 -1.35064 2.63882
H -2.59025 0.03816 3.25535
H -2.07143 -1.59157 3.67597
H -1.90829 -3.29463 0.51255
H -0.70036 -3.35950 1.79738
H -0.22928 -2.89600 0.15709
H 0.13794 0.83666 2.15037
H 0.96429 -0.17217 0.97456
H 0.75732 -0.75415 2.61985
H -3.26385 -3.48162 -1.25613
H -2.85267 -2.83824 -2.84159
H -4.52843 -3.30596 -2.47673
H -5.03214 -2.01187 0.64807
H -6.26839 -1.87754 -0.59540
H -5.73334 -0.44544 0.27014
H -4.04541 0.15095 -3.61755
H -5.30521 0.74738 -2.53591
H -5.55071 -0.76022 -3.42689
O -1.62028 0.47691 -4.29906
S -0.78650 -0.04764 -3.25107
O -1.09257 -1.37642 -2.78728
O 0.67651 0.11077 -3.58147
S -0.97774 1.21906 -1.55913
*
```

Output
expectation value of S²: 2.03
HOMO (spin up / spin down): -3.0989 / -4.9033 eV
E_tot: -107022.765 eV
HOMO-LUMO gap (spin up / spin down): 0.2010 / 0.2311 Eh

Löwdin atomic charge list, values in e, 5 entries:
1 Au 1.0393
2 N 0.1275
3 C -0.2042
4 C -0.2518
5 C -0.0309

***

C27H43Br18Cl2IO8S2 | ωB97M-V with the def2-TZVPD basis set

Geometry as ORCA input:
```
! RIJCOSX wB97M-V def2-TZVPD def2/J DEFGRID3
* xyz 0 1
C -1.10005 -0.61563 4.52429
C -0.31760 -1.86526 4.15824
O -0.20726 -1.92149 2.73344
C 0.56091 -3.05407 2.32246
C 1.35974 -2.65575 1.09775
C 2.66707 -1.91879 1.43472
C 3.25645 -1.33215 0.13831
C 3.90604 0.06135 0.32089
C 3.35051 1.15300 -0.63663
C 4.13896 2.46382 -0.35216
C 5.40804 2.73694 -1.13859
O 6.49088 1.90131 -0.68766
C 7.68616 2.56362 -0.63532
O 8.70099 2.12802 -1.14316
C 3.49387 0.61129 -2.07138
Cl 4.99948 -0.23084 -2.45844
O 3.34782 1.60205 -3.09216
S 2.11371 2.59769 -2.91409
O 1.46663 2.69191 -4.18764
O 2.56417 3.87390 -2.42613
C 1.05101 1.81552 -1.69919
C 0.24433 0.67686 -2.40221
C -1.28911 0.73374 -2.24153
C -1.97046 -0.19400 -3.29494
C -1.80627 -1.62579 -2.76539
S -2.68426 -2.88076 -3.69479
O -4.04777 -2.49992 -3.88439
O -1.98374 -3.35733 -4.85111
Cl -2.67035 -4.45474 -2.35985
C 1.81170 1.32005 -0.40504
C 1.43107 2.31304 0.73287
I -0.68480 1.95086 1.22842
C 2.17046 2.15267 2.07107
C 1.47175 2.78262 3.30072
H -1.90492 -0.41952 3.82278
H -0.41148 0.22814 4.53086
H -1.46885 -0.71511 5.54292
H -0.79159 -2.78477 4.50791
H 0.69202 -1.75370 4.56265
H 1.17287 -3.45835 3.13037
H -0.15841 -3.83172 2.04201
H 1.54618 -3.51325 0.45003
H 0.72336 -1.96473 0.53885
H 2.38401 -1.13127 2.13297
H 3.34273 -2.63774 1.89257
H 4.00631 -2.00936 -0.27019
H 2.43796 -1.32106 -0.57947
H 4.99494 -0.03160 0.28946
H 3.70507 0.35317 1.34648
H 4.45935 2.40828 0.68515
H 3.52115 3.35306 -0.42075
H 5.70376 3.76153 -0.88830
H 5.30365 2.71158 -2.21889
H 7.65963 3.50042 -0.05479
H 2.72083 -0.13353 -2.23353
H 0.33987 2.60135 -1.45536
H 0.56573 -0.28243 -1.99501
H 0.45404 0.63357 -3.46980
H -1.69086 1.74163 -2.27973
H -1.51832 0.26793 -1.28616
H -1.43680 -0.16606 -4.24147
H -3.01660 0.05389 -3.44251
H -2.19528 -1.67822 -1.74868
H -0.76671 -1.94202 -2.72822
H 1.35584 0.36008 -0.18347
H 1.47300 3.32236 0.33421
H 3.15967 2.59413 2.06972
H 2.19047 1.08608 2.27733
H 2.26825 3.06197 3.99220
H 0.95306 3.70610 3.05709
H 0.85860 2.07297 3.83713
C 7.69282 -2.71781 0.89272
Br 6.35922 -3.49219 2.05217
Br 8.14254 -3.89980 -0.55709
Br 7.15099 -0.98692 0.25117
H 8.58647 -2.58116 1.48356
C -5.78098 -0.16704 0.85693
Br -4.12225 0.80611 1.00541
Br -5.51876 -1.92054 0.12879
Br -6.71786 -0.23683 2.53366
H -6.40869 0.37800 0.16785
C -10.06205 0.62119 -0.34832
Br -9.78051 2.52375 -0.26158
Br -8.63523 -0.26813 -1.29060
Br -10.34249 -0.14199 1.39305
H -10.96576 0.45751 -0.91671
C -1.28937 -0.16577 -8.40239
Br -0.24841 1.14007 -7.45712
Br -0.33595 -0.88506 -9.91454
Br -1.87923 -1.55220 -7.20898
H -2.16851 0.33013 -8.78692
C -1.20750 3.35904 6.48943
Br 0.70099 3.11620 6.58424
Br -2.15018 2.00607 7.48069
Br -1.72161 5.12916 7.04009
H -1.49051 3.25236 5.45154
C -11.01733 -4.42595 0.96039
Br -12.64520 -4.20826 1.96442
Br -11.13856 -3.60864 -0.77953
Br -9.49113 -3.78061 1.93618
H -10.87535 -5.48508 0.80597
*
```

Output
HOMO: -9.8870 eV
E_tot: -1360653.450 eV
HOMO-LUMO gap: 0.3500 Eh

Löwdin atomic charge list, values in e, 5 entries:
1 C -0.0711
2 C -0.2656
3 O -0.1752
4 C -0.2260
5 C -0.1772

***

C27H43BrCoN6O4SSi | ωB97M-V with the def2-TZVPD basis set

Geometry as ORCA input:
```
! RIJCOSX wB97M-V def2-TZVPD def2/J DEFGRID3
* xyz 1 1
Co 1.54696 0.13654 0.50961
C 0.98876 -5.50995 1.82662
C 1.85980 -4.55832 2.63440
N 2.79563 -3.80378 1.80138
C 2.54075 -2.63327 1.19737
S 1.01839 -1.86045 1.50170
N 3.47095 -2.14967 0.40938
N 3.11968 -0.94899 -0.13112
C 3.92457 -0.39156 -0.96311
C 5.18185 -1.00718 -1.47616
C 3.51682 0.95605 -1.36354
C 4.19144 1.72795 -2.28955
C 3.69098 2.98457 -2.60298
C 2.54474 3.43613 -1.97298
C 1.93175 2.61434 -1.04168
N 2.41064 1.40679 -0.75347
H 0.33669 -6.07634 2.49268
H 1.60105 -6.21954 1.26785
H 0.36424 -4.95775 1.12275
H 2.44906 -5.10507 3.36884
H 1.24172 -3.84156 3.17178
H 3.62324 -4.27661 1.46939
H 5.32340 -1.98854 -1.03979
H 6.04336 -0.38094 -1.23531
H 5.12849 -1.10510 -2.56261
H 5.09149 1.35362 -2.75647
H 4.19566 3.60287 -3.33379
H 2.13016 4.41116 -2.18373
H 1.05142 2.92171 -0.49652
O 2.70794 3.50380 5.04128
C 3.54131 2.47334 5.04223
O 4.38634 2.31313 5.87954
C 3.40017 1.48059 3.93474
C 4.19458 0.35994 3.81675
N 3.80920 -0.29465 2.70733
N 2.81469 0.34693 2.09401
C 2.54555 1.41046 2.82679
C 1.39649 2.21147 2.35275
O 1.09783 3.27804 2.85814
O 0.78755 1.65418 1.35729
H 2.10454 3.50526 4.26181
H 4.98451 0.00788 4.45987
H 4.18436 -1.14403 2.30620
C -2.87903 1.07112 1.60332
C -3.16425 -0.14407 0.70973
C -2.42927 -1.34051 1.32776
C -4.68351 -0.41689 0.72410
Si -2.64642 0.18993 -1.08671
Br -0.23974 -0.17709 -1.07358
C -3.12057 -1.13362 -2.36772
C -3.09842 -2.53572 -1.73878
C -2.19072 -1.18877 -3.59348
C -4.55135 -0.81156 -2.84499
C -2.71972 2.00149 -1.65754
C -4.18228 2.48210 -1.54590
C -1.83045 2.92930 -0.81181
C -2.26661 2.13126 -3.11952
H -3.16467 0.81926 2.62935
H -3.46049 1.94508 1.31271
H -1.81935 1.34013 1.60976
H -2.77303 -1.45972 2.36022
H -1.35534 -1.17532 1.35474
H -2.61629 -2.27622 0.80642
H -5.00539 -0.54829 1.76171
H -4.95424 -1.32224 0.18132
H -5.25895 0.41319 0.30622
H -2.10677 -2.78971 -1.35635
H -3.35350 -3.26637 -2.51243
H -3.82223 -2.65045 -0.93361
H -1.16341 -1.42294 -3.31560
H -2.18301 -0.26611 -4.16754
H -2.54556 -1.98603 -4.25375
H -5.26571 -0.73323 -2.02208
H -4.89208 -1.61832 -3.50127
H -4.59180 0.11576 -3.41836
H -4.56106 2.42577 -0.52385
H -4.85835 1.91674 -2.18901
H -4.23269 3.53054 -1.85590
H -2.23396 3.11291 0.17871
H -1.76249 3.89661 -1.32044
H -0.82052 2.54091 -0.69454
H -2.92853 1.60305 -3.80514
H -1.24736 1.76551 -3.26697
H -2.28963 3.18905 -3.39889
*
```

Output
HOMO (spin up / spin down): -11.4196 / -11.4196 eV
E_tot: -172207.890 eV
HOMO-LUMO gap (spin up / spin down): 0.2689 / 0.2690 Eh

Löwdin atomic charge list, values in e, 5 entries:
1 Co 0.1535
2 C -0.0787
3 C -0.2605
4 N 0.0023
5 C -0.7378